[1]
Density functional theory data (ωB97M-V/def2-TZVPD) for 5 unconnected molecules or ions with the total composition C12H22Cl8O3 at a distorted geometry.

Atoms and positions in Å:
C1 -5.9460 23.2302 12.2219
C2 -6.2290 21.7746 12.6655
C3 -5.6856 20.7258 11.6948
O1 -5.1600 19.7499 12.5810
C4 -4.9757 20.2834 13.7504
O2 -4.4602 19.7060 14.6431
O3 -5.5646 21.5104 13.8217
H1 -4.8775 23.4415 12.2635
H2 -6.3584 23.9503 12.9286
H3 -6.2992 23.4347 11.2112
H4 -7.3002 21.6174 12.7914
H5 -4.9063 21.0394 11.0003
H6 -6.4589 20.2834 11.0668
Cl1 -4.5139 23.4902 9.1900
C5 -4.0169 22.9226 7.5748
C6 -4.5250 21.4955 7.4560
Cl2 -3.7639 20.4945 8.7037
H7 -2.9420 23.0688 7.4688
H8 -4.4957 23.5853 6.8538
H9 -4.3086 21.0757 6.4736
H10 -5.5973 21.4608 7.6484
Cl3 -7.5743 29.3995 9.3854
C7 -6.2497 28.2745 8.8957
C8 -6.3754 26.9624 9.6649
Cl4 -5.9950 27.0317 11.4232
H11 -5.3120 28.7852 9.1146
H12 -6.2787 28.1868 7.8096
H13 -5.6500 26.2609 9.2527
H14 -7.3963 26.5861 9.6001
Cl5 -2.0316 21.8999 12.7720
C9 -1.3339 22.1225 11.1270
C10 -0.4753 23.4216 11.0485
Cl6 0.2768 23.6679 9.3929
H15 -2.1850 22.2444 10.4570
H16 -0.7703 21.2366 10.8343
H17 0.3349 23.4057 11.7775
H18 -1.0899 24.2683 11.3539
Cl7 -0.8854 21.2209 1.1799
C11 -1.6810 22.3811 2.2612
C12 -1.6230 21.7547 3.6361
Cl8 -2.0106 23.0243 4.7546
H19 -2.7281 22.5017 1.9837
H20 -1.2875 23.3850 2.1021
H21 -0.6287 21.3855 3.8874
H22 -2.3091 20.9396 3.8666

Atomic forces in eV per Å
C 0.02 -0.33 0.48
C -0.54 1.74 -2.81
C -0.36 0.07 -0.87
O -0.07 -0.81 -1.85
C -0.62 0.26 1.17
O 0.66 0.07 1.15
O 1.41 -0.72 2.32
H 0.17 -0.36 -0.23
H -0.42 -0.10 -0.09
H -0.15 -0.04 0.14
H -0.18 0.05 0.19
H 0.11 0.38 0.34
H -0.08 -0.13 0.22
Cl 0.09 0.59 0.33
C -0.29 -0.11 -0.02
C 0.09 0.64 -0.37
Cl 0.36 -0.71 0.07
H -0.07 -0.39 0.18
H -0.20 -0.08 -0.14
H 0.09 -0.02 0.07
H 0.07 0.06 -0.15
Cl 0.14 -0.01 -0.14
C 0.17 0.36 0.81
C 0.15 0.03 -0.60
Cl -0.03 0.37 -0.27
H -0.07 -0.07 0.21
H -0.32 -0.50 0.16
H -0.23 -0.13 -0.08
H 0.22 -0.12 -0.12
Cl 0.35 0.11 -0.31
C 0.24 0.97 -0.73
C -0.12 -0.66 0.53
Cl -0.73 -0.23 1.07
H 0.07 -0.15 0.02
H -0.03 0.10 0.25
H 0.15 -0.25 -0.25
H -0.06 0.10 -0.64
Cl 0.13 -0.13 -0.74
C -1.01 -0.54 -0.17
C 0.82 0.13 0.30
Cl -0.39 1.04 1.15
H -0.07 -0.35 -0.21
H 0.64 -0.35 0.59
H 0.05 0.16 -0.20
H -0.17 0.05 -0.77

Output
Net charge: -1
Energy (eV): -119123.1159
LUMO level (alpha / beta) (eV): 2.575 / 2.557
Spin multiplicity: 2
Frontier orbital gap (alpha / beta) (eV): 2.3244 / 10.8376


[2]
Density functional theory data (ωB97M-V/def2-TZVPD) for 4 unconnected molecules or ions with the total composition C23H51FN3O4PS at a distorted geometry.

Atoms and positions in Å:
C1 -3.0898 1.4887 3.4255
C2 -2.1913 2.2038 3.0700
P1 -1.0377 3.4561 2.7303
C3 -0.0989 2.9069 1.2438
C4 1.3571 3.3620 1.1933
C5 1.5683 4.4974 0.2117
O1 0.7102 4.9614 -0.4797
O2 2.8511 4.9396 0.1373
S1 0.3041 3.2564 4.3990
O3 -0.5099 3.2850 5.5659
O4 1.3685 4.1995 4.2660
F1 0.9807 1.8365 4.3117
H1 -4.0210 1.1126 3.7908
H2 -0.6532 3.2406 0.3706
H3 -0.1238 1.8183 1.2199
H4 1.7352 3.7066 2.1548
H5 1.9896 2.5321 0.8812
H6 3.2536 4.8415 1.0104
C6 5.0672 0.3878 0.1437
C7 4.1652 -0.7796 -0.2270
N1 2.8798 -0.3622 -0.7553
C8 1.9157 -1.4436 -0.8441
C9 2.2087 -2.6003 -1.8076
C10 2.9307 0.5348 -1.8954
C11 3.6691 0.0643 -3.1555
H7 4.5642 1.0638 0.8372
H8 5.9698 0.0153 0.6290
H9 5.3821 0.9594 -0.7300
H10 3.9753 -1.3636 0.6776
H11 4.7102 -1.4443 -0.9154
H12 0.9370 -1.0203 -1.0905
H13 1.8033 -1.8588 0.1631
H14 2.0474 -2.3177 -2.8472
H15 1.5344 -3.4321 -1.5939
H16 3.2281 -2.9729 -1.7044
H17 3.3877 1.4729 -1.5668
H18 1.9071 0.8061 -2.1619
H19 4.6266 -0.4024 -2.9213
H20 3.8738 0.9219 -3.7993
H21 3.0781 -0.6393 -3.7400
C12 0.7943 -2.3455 3.2980
C13 -0.4331 -2.6571 4.1357
N2 -1.6709 -2.5207 3.3910
C14 -2.8506 -2.5411 4.2328
C15 -3.1687 -3.8278 5.0054
C16 -1.7524 -3.2890 2.1614
C17 -1.5762 -4.8114 2.2478
H22 0.7155 -1.3548 2.8468
H23 1.6886 -2.3633 3.9222
H24 0.9398 -3.0781 2.5025
H25 -0.4672 -1.9519 4.9704
H26 -0.3144 -3.6574 4.5817
H27 -3.7174 -2.2727 3.6214
H28 -2.7465 -1.7268 4.9577
H29 -3.5654 -4.6070 4.3561
H30 -3.9305 -3.6222 5.7602
H31 -2.2947 -4.2212 5.5245
H32 -0.9995 -2.8992 1.4711
H33 -2.7094 -3.0637 1.6845
H34 -0.7389 -5.0923 2.8881
H35 -1.3733 -5.2125 1.2526
H36 -2.4712 -5.3098 2.6166
C18 -4.4571 2.0166 -3.8455
C19 -2.9730 2.3432 -3.7790
N3 -2.1805 1.2810 -3.1878
C20 -0.8265 1.6866 -2.8597
C21 0.1085 2.0813 -4.0117
C22 -2.3188 -0.0262 -3.8056
C23 -1.9925 -0.1580 -5.2998
H37 -4.8411 1.7478 -2.8607
H38 -5.0089 2.8880 -4.1995
H39 -4.6684 1.1981 -4.5346
H40 -2.8478 3.2328 -3.1561
H41 -2.6254 2.6207 -4.7867
H42 -0.3612 0.8908 -2.2698
H43 -0.8962 2.5437 -2.1809
H44 0.4657 1.2118 -4.5633
H45 0.9902 2.5932 -3.6197
H46 -0.3736 2.7591 -4.7157
H47 -3.3471 -0.3625 -3.6523
H48 -1.7072 -0.7343 -3.2401
H49 -2.4224 0.6543 -5.8872
H50 -2.4086 -1.0918 -5.6831
H51 -0.9202 -0.1853 -5.4872

Atomic forces in eV per Å
C -0.48 0.44 0.13
C 0.28 -0.38 0.11
P -0.14 1.10 -0.49
C 0.20 -1.11 0.49
C -0.09 0.43 -0.28
C -0.10 -0.03 -0.03
O 0.17 -0.08 -0.19
O -0.29 0.28 0.22
S -0.36 0.44 0.42
O 0.11 -0.35 -0.03
O 0.13 -0.13 -0.21
F 0.04 -0.25 0.00
H 0.24 -0.38 -0.13
H -0.05 0.30 -0.01
H -0.01 -0.08 0.02
H 0.05 -0.11 0.08
H 0.09 -0.06 -0.04
H 0.25 -0.21 -0.16
C 0.04 -0.01 -0.03
C 0.13 0.03 0.02
N -0.16 0.05 0.09
C -0.17 -0.19 0.12
C -0.09 -0.01 -0.03
C 0.12 0.27 -0.13
C -0.08 0.06 -0.07
H -0.03 0.01 -0.02
H 0.00 -0.01 0.01
H -0.01 0.01 0.00
H -0.08 -0.05 -0.04
H 0.02 0.01 0.02
H 0.05 0.10 -0.04
H 0.08 0.02 0.02
H 0.06 0.01 -0.01
H 0.00 0.01 0.02
H 0.01 0.02 0.00
H 0.04 -0.04 0.04
H -0.05 -0.11 0.04
H 0.00 0.00 0.02
H 0.00 0.01 0.01
H 0.04 -0.07 0.03
C 0.11 0.00 -0.04
C 0.10 -0.04 0.00
N -0.09 0.05 0.01
C -0.17 0.11 0.18
C -0.11 0.01 -0.01
C 0.10 -0.05 -0.21
C -0.07 -0.01 -0.08
H -0.04 -0.01 -0.03
H -0.01 0.00 0.02
H 0.02 0.01 -0.01
H -0.10 -0.01 0.01
H 0.03 0.01 0.01
H 0.04 -0.04 -0.09
H 0.10 -0.01 0.00
H 0.06 -0.03 -0.01
H 0.00 0.02 0.00
H 0.02 0.00 -0.01
H 0.03 0.02 0.05
H -0.05 0.02 0.10
H 0.01 0.02 0.01
H 0.00 0.01 0.00
H 0.03 -0.01 0.08
C -0.02 0.01 -0.04
C -0.10 0.03 -0.07
N 0.09 -0.05 0.11
C 0.14 0.23 0.10
C 0.12 -0.12 0.04
C -0.14 -0.16 -0.07
C 0.04 -0.10 0.02
H 0.03 -0.04 0.01
H 0.00 0.01 0.00
H 0.00 -0.01 0.01
H 0.10 -0.01 0.01
H -0.02 0.02 0.00
H -0.05 -0.09 -0.06
H -0.09 0.03 -0.04
H -0.04 -0.01 -0.05
H -0.04 0.02 0.03
H -0.03 0.01 0.01
H -0.02 0.06 0.00
H 0.08 0.08 0.03
H -0.01 0.02 0.02
H -0.01 0.00 0.01
H 0.01 0.09 -0.02

Output
Net charge: 0
SMILES string: C#CP(CCC(=O)O)S(=O)(=O)F.CCN(CC)CC.CCN(CC)CC.CCN(CC)CC
Energy (eV): -60177.1005
LUMO level (eV): 0.182
Frontier orbital gap (eV): 8.3998


[3]
Density functional theory data (ωB97M-V/def2-TZVPD) for a single C4H5I molecule at a distorted geometry.

Atoms and positions in Å:
C1 0.3214 2.3435 0.1830
C2 -0.0926 1.2450 -0.1485
C3 0.5512 -1.3203 0.2227
C4 -0.4884 -0.2341 -0.4076
I1 -2.7444 -0.2444 0.0407
H1 0.7050 3.3118 0.4548
H2 0.8483 -1.0154 1.2015
H3 1.3548 -1.4565 -0.4348
H4 -0.0056 -2.2802 0.3571
H5 -0.4497 -0.3494 -1.4689

Atomic forces in eV per Å
C -0.52 -1.47 -0.53
C 0.46 -0.86 0.68
C -4.08 0.48 0.47
C 1.08 1.89 1.05
I 1.72 -0.42 -0.13
H -0.26 -0.41 -0.17
H 0.39 0.35 0.52
H 1.14 0.00 -0.94
H 0.49 0.67 -0.32
H -0.43 -0.23 -0.63

Output
Net charge: 0
Relative energy (zero: lowest compared OMol25 entry of this formula, charge and spin) (kJ/mol): 101.6
SMILES string: C#C[C@@H](C)I
Energy (eV): -12327.0161
LUMO level (eV): -0.159
Frontier orbital gap (eV): 9.2543


[4]
Density functional theory data (ωB97M-V/def2-TZVPD) for a molecular structure, C10H14I2NRh.

Atoms and positions in Å:
Rh1 -1.6128 -0.6808 1.4868
I1 -3.2495 -2.8881 2.0899
C1 -4.6755 -1.4405 2.7356
I2 -3.7882 0.5007 2.7517
H1 -4.9813 -1.6843 3.7466
H2 -5.5056 -1.4337 2.0398
C2 2.8064 -0.6142 -0.4493
N1 2.4355 0.4373 0.4599
C3 3.4038 0.9234 1.4121
C4 1.2102 1.2197 0.2922
C5 0.2178 0.6686 -0.6916
C6 0.3376 1.0317 -2.0272
C7 -0.5417 0.5423 -2.9877
C8 -1.5536 -0.3267 -2.6201
C9 -1.6888 -0.6954 -1.2844
C10 -0.8226 -0.1924 -0.3136
H3 3.2426 -0.1594 -1.3503
H4 1.9289 -1.1783 -0.7569
H5 3.5566 -1.2510 0.0116
H6 4.0170 1.6922 0.9228
H7 4.0568 0.1165 1.7337
H8 2.9025 1.3852 2.2606
H9 1.5479 2.2170 -0.0244
H10 0.7888 1.3530 1.2926
H11 1.1222 1.7166 -2.3304
H12 -0.4311 0.8444 -4.0201
H13 -2.2380 -0.7183 -3.3602
H14 -2.4858 -1.3853 -1.0197

Atomic forces in eV per Å
Rh 0.01 -0.02 0.03
I 0.02 0.09 0.01
C -0.03 0.01 0.01
I -0.02 -0.05 0.03
H 0.01 0.00 -0.01
H -0.01 -0.01 0.00
C 0.02 -0.03 -0.02
N 0.03 0.01 -0.04
C 0.04 0.04 0.05
C -0.05 0.03 -0.02
C 0.01 0.01 0.01
C 0.02 -0.02 -0.02
C 0.00 0.00 0.00
C 0.02 0.01 0.00
C 0.00 0.00 -0.02
C -0.02 -0.03 -0.06
H -0.01 0.01 0.00
H -0.01 0.01 0.01
H 0.00 0.00 0.01
H 0.01 -0.02 -0.02
H -0.01 -0.01 0.00
H -0.02 0.00 -0.01
H -0.01 0.00 0.04
H 0.00 -0.02 0.02
H 0.00 0.00 0.01
H 0.00 0.00 0.00
H 0.01 0.00 -0.01
H 0.01 0.01 0.00

Output
Net charge: +2
Relative energy (zero: lowest compared OMol25 entry of this formula, charge and spin) (kJ/mol): 0.0
Energy (eV): -31276.5343
LUMO level (alpha / beta) (eV): -6.929 / -9.052
Spin multiplicity: 5
Frontier orbital gap (alpha / beta) (eV): 8.5542 / 6.7571


[5]
Density functional theory data (ωB97M-V/def2-TZVPD) for a single C3H6ClFN2 molecule at a distorted geometry.

Atoms and positions in Å:
C1 0.8489 -0.2012 0.0838
C2 -0.0571 0.9495 0.0776
C3 -1.2969 0.6685 -0.6985
H1 1.1434 -2.0821 1.0923
H2 0.0955 -0.7931 1.7606
H3 2.2433 -0.9166 -1.0984
H4 0.3938 1.7432 -0.3809
H5 -2.1955 1.3560 -0.4889
H6 -1.3004 0.4601 -1.7607
N1 0.7598 -1.2474 1.0859
N2 1.7406 -0.1053 -0.9431
F1 -0.5744 1.1599 1.3384
Cl1 -1.8010 -0.9916 -0.0681

Atomic forces in eV per Å
C 5.75 -3.39 -2.59
C -2.46 -1.60 0.72
C -3.06 -1.38 -0.15
H 2.17 -4.51 -0.03
H 1.07 -2.18 -0.25
H 1.39 -2.17 0.00
H 1.59 2.49 -0.37
H 1.76 -0.79 -0.02
H 0.86 0.48 -0.14
N -3.56 10.12 -0.98
N -4.60 1.68 3.32
F 0.56 0.91 1.10
Cl -1.47 0.32 -0.62

Output
Net charge: 0
Relative energy (zero: lowest compared OMol25 entry of this formula, charge and spin) (kJ/mol): 178.4
SMILES string: [H]/N=C(\N)[C@H](F)CCl
Energy (eV): -21426.6689
LUMO level (eV): 0.883
Frontier orbital gap (eV): 10.0458


What did the fifth record say?
Density functional theory data (ωB97M-V/def2-TZVPD) for a single C3H6ClFN2 molecule at a distorted geometry.

Atoms and positions in Å:
C1 0.8489 -0.2012 0.0838
C2 -0.0571 0.9495 0.0776
C3 -1.2969 0.6685 -0.6985
H1 1.1434 -2.0821 1.0923
H2 0.0955 -0.7931 1.7606
H3 2.2433 -0.9166 -1.0984
H4 0.3938 1.7432 -0.3809
H5 -2.1955 1.3560 -0.4889
H6 -1.3004 0.4601 -1.7607
N1 0.7598 -1.2474 1.0859
N2 1.7406 -0.1053 -0.9431
F1 -0.5744 1.1599 1.3384
Cl1 -1.8010 -0.9916 -0.0681

Atomic forces in eV per Å
C 5.75 -3.39 -2.59
C -2.46 -1.60 0.72
C -3.06 -1.38 -0.15
H 2.17 -4.51 -0.03
H 1.07 -2.18 -0.25
H 1.39 -2.17 0.00
H 1.59 2.49 -0.37
H 1.76 -0.79 -0.02
H 0.86 0.48 -0.14
N -3.56 10.12 -0.98
N -4.60 1.68 3.32
F 0.56 0.91 1.10
Cl -1.47 0.32 -0.62

Output
Net charge: 0
Relative energy (zero: lowest compared OMol25 entry of this formula, charge and spin) (kJ/mol): 178.4
SMILES string: [H]/N=C(\N)[C@H](F)CCl
Energy (eV): -21426.6689
LUMO level (eV): 0.883
Frontier orbital gap (eV): 10.0458